1 | The following is a quantum chemistry calculation of a 2-piece molecular cluster, Br2H2O2Si overall, from OMol25.

Values from the calculation:
Highest occupied orbital energy = -8.31 eV
Orbital gap = 6.3 eV

Structure (ORCA input):
```
! wB97M-V def2-TZVPD RIJCOSX def2/J DEFGRID3
* xyz 0 1
O 0.6372 -0.6550 -1.1302
O 0.4046 0.9578 1.0948
Si 0.4236 -0.4746 0.4330
Br -2.9731 0.6691 -0.4758
Br 1.2895 -2.0534 1.5283
H 0.3187 -0.1035 -1.8744
H -0.1005 1.6595 0.4243
*
```

---

2 | The following is a quantum chemistry calculation of a 2-piece molecular cluster, Br2H2O2Si overall, from OMol25.

Values from the calculation:
Highest occupied orbital energy = -10.53 eV
Orbital gap = 9.4 eV

Structure (ORCA input):
```
! wB97M-V def2-TZVPD RIJCOSX def2/J DEFGRID3
* xyz 0 1
O 0.0501 0.6355 -1.0905
Si -1.0765 -0.1459 -0.4475
O -1.0868 -1.6711 -0.0429
Br -2.5567 1.0833 0.7652
H -1.3138 -2.5637 0.1855
Br 3.6943 1.3048 0.4905
H 2.2894 1.3572 0.1396
*
```

---

What should be chosen as the least stable of them? Choose 1.

---

1 | The following is a quantum chemistry calculation of one molecule with the formula C4H11NS2, from OMol25.

Values from the calculation:
Highest occupied orbital energy = -8.46 eV
Orbital gap = 9.3 eV

Structure (ORCA input):
```
! wB97M-V def2-TZVPD RIJCOSX def2/J DEFGRID3
* xyz 0 1
C -1.3544 -2.6387 -1.8421
S -0.9011 -0.9591 -2.3472
S -1.6627 0.1489 -0.8356
C -0.4381 -0.0436 0.4865
C 0.2707 1.3049 0.8362
C 1.4602 0.9791 1.7485
N 0.7466 2.0034 -0.3269
H -1.1728 -2.7851 -0.7798
H -2.4184 -2.8173 -2.0033
H -0.7615 -3.3336 -2.4420
H -0.8394 -0.4528 1.4128
H 0.3688 -0.6579 0.0865
H -0.3784 1.9783 1.3847
H 1.1596 0.4423 2.6579
H 1.8391 1.9294 2.1174
H 2.2208 0.3777 1.2490
H 1.6248 1.7359 -0.7250
H 0.2361 2.7884 -0.6776
*
```

---

2 | The following is a quantum chemistry calculation of one molecule with the formula C4H11NS2, from OMol25.

Values from the calculation:
Highest occupied orbital energy = -8.65 eV
Orbital gap = 9.2 eV

Structure (ORCA input):
```
! wB97M-V def2-TZVPD RIJCOSX def2/J DEFGRID3
* xyz 0 1
C -3.3466 -0.3627 1.1356
C -2.0731 -0.4115 0.2191
S -0.6310 -0.4629 1.3475
S 0.6258 -1.4287 -0.0907
C 1.2618 -0.1674 -1.1269
C 2.0716 0.8457 -0.2744
N 3.4902 0.3169 0.0149
H -3.1347 0.0811 2.1448
H -4.0580 0.3273 0.6322
H -3.7833 -1.3334 1.2613
H -1.9678 -1.3482 -0.4037
H -1.9720 0.5096 -0.3076
H 1.8495 -0.3662 -2.1141
H 0.3251 0.3426 -1.3360
H 2.0177 1.8690 -0.7523
H 1.5549 0.9196 0.6726
H 3.6859 -0.3819 -0.6644
H 4.0838 1.0512 -0.3580
*
```

---

What should be chosen as the least stable of them? Choose 2.

---

1 | The following is a quantum chemistry calculation of one molecule with the formula C3H6N4S, from OMol25.

Values from the calculation:
Highest occupied orbital energy = -9.51 eV
Orbital gap = 10.0 eV

Structure (ORCA input):
```
! wB97M-V def2-TZVPD RIJCOSX def2/J DEFGRID3
* xyz 0 1
C -0.0402 -1.8159 0.3075
N -0.7584 -0.5542 0.1793
N -2.0658 -0.5571 0.3580
N -2.5362 0.5974 0.0304
N -1.5702 1.4188 -0.4103
C -0.4537 0.7160 -0.3546
C 0.8929 1.2036 -0.6920
S 1.9894 1.6998 0.5923
H 0.6445 -1.8457 1.2072
H -0.6467 -2.6743 0.5363
H 0.3940 -1.9389 -0.7304
H 1.5801 0.7418 -1.3627
H 0.7406 2.1460 -1.3055
H 1.8299 0.8626 1.6445
*
```

---

2 | The following is a quantum chemistry calculation of C3H6N4S as an isolated structure, from OMol25.

Values from the calculation:
Highest occupied orbital energy = -9.27 eV
Orbital gap = 8.9 eV

Structure (ORCA input):
```
! wB97M-V def2-TZVPD RIJCOSX def2/J DEFGRID3
* xyz 0 1
C -0.5565 0.6808 0.6283
C 0.8561 0.0863 -1.2414
C 0.6018 -1.5021 0.7064
H 0.2809 0.6118 2.5365
H -1.0201 1.7991 2.2953
H 0.5027 1.1512 -1.3706
H 1.4185 -1.6493 -1.7869
H 0.3334 -1.4912 2.0392
H 1.0002 -3.3466 0.7670
N -0.6650 0.6871 2.0553
N 0.2855 -0.3278 0.0136
N 1.4657 -0.6103 -2.1527
N 0.9735 -2.6773 -0.0181
S -1.3964 1.7396 -0.2705
*
```

---

3 | The following is a quantum chemistry calculation of one molecule with the formula C3H6N4S, from OMol25.

Values from the calculation:
Highest occupied orbital energy = -9.30 eV
Orbital gap = 7.6 eV

Structure (ORCA input):
```
! wB97M-V def2-TZVPD RIJCOSX def2/J DEFGRID3
* xyz 0 1
H 1.8133 -1.7084 -0.8558
N 2.5586 -0.7533 -0.9534
C 1.8920 -0.3683 0.0847
N 2.2655 0.9233 0.5185
N 0.6933 -0.9019 0.4743
C -0.2698 -0.0567 0.1875
N -0.0639 1.1174 -0.5124
C -1.4742 -0.6515 0.5159
S -2.8051 0.0809 -0.1954
H 2.2699 1.0822 1.6331
H 3.2817 1.3596 0.1351
H -0.8725 1.7508 -0.3385
H 0.6978 1.6266 0.0593
H -1.3715 -1.6454 1.0768
*
```

---

What should be chosen as the least stable of them? Choose 3.